92
Properties=species:S:1:pos:R:3:lowdin_charge:R:1 method="wB97M-V/def2-TZVPD" homo_ev=-6.7 total_charge=0 total_energy_ha=-2301.5354 gap_ev=6.71 relative_energy_ev=1.2039
Sr -0.1487 -0.6524 1.5517 1.431
O 1.5555 -0.7286 0.1119 -0.324
O 2.4726 1.9679 -7.1766 -0.083
N 1.2822 -3.3056 -5.7410 0.072
N -0.8207 1.7595 0.2787 0.060
N 0.3585 2.7859 3.1902 0.173
N 0.3863 -2.7113 2.8938 0.037
N 1.5563 0.0424 3.4499 0.113
N -0.8578 -1.9008 -0.4995 0.003
N 1.0142 -3.7275 -4.6109 0.063
C 1.6305 2.4888 3.4726 -0.223
C 2.8934 -0.0933 5.8856 -0.034
C -3.4861 2.2737 -2.2112 -0.105
C -4.3552 1.3726 4.1567 -0.110
C -1.1534 -3.4392 -2.7961 0.002
C 2.5945 -1.2488 5.1878 -0.007
C 2.4072 4.5975 2.7133 -0.052
C 1.6702 -2.4000 3.1765 -0.247
C 1.5598 -1.8861 -5.9796 -0.282
C 2.7297 -3.1944 2.7875 -0.003
C 0.1219 -3.8590 2.2447 -0.313
C 2.4927 -1.5191 -1.9258 -0.007
C -4.6359 2.0363 -1.4708 -0.102
C 1.9028 1.1572 4.1086 -0.197
C -4.2492 1.7863 2.8328 -0.082
C -4.5195 1.7180 -0.1235 -0.045
C 2.1131 0.7283 -6.7540 -0.290
C 0.0847 4.0036 2.7062 -0.313
C 2.5601 1.1264 5.3285 -0.005
C -2.0092 -2.4572 -0.7989 -0.149
C 0.7547 -0.8515 -5.5446 -0.022
C 1.1469 -4.6855 1.7944 -0.008
C 2.9077 -0.3157 -7.2075 -0.002
C 1.7020 3.0650 -6.7133 -0.084
C -3.2908 1.6218 0.5362 -0.133
C -3.2640 1.2475 1.9977 -0.266
C 1.0956 4.9294 2.4485 -0.025
C 1.9299 -1.1394 3.9773 -0.209
C 0.2146 -2.0711 -1.3502 -0.138
C 2.3442 -2.2432 -3.1222 -0.033
C 0.0962 -2.8223 -2.5349 -0.118
C -2.2532 2.1869 -1.5892 -0.053
C 1.0183 0.4609 -5.9337 -0.005
C -3.4801 0.4050 4.6425 -0.120
C -1.3225 -4.2432 2.0657 -0.017
C 1.1800 -2.8801 -3.4391 -0.261
C 2.4562 -4.3440 2.0572 -0.027
C 1.4646 -1.4031 -0.9990 -0.391
C -2.1986 -3.2579 -1.9412 -0.049
C 2.6118 -1.6147 -6.8377 -0.035
C -2.4847 -0.0892 3.7992 -0.187
C -1.3583 4.3492 2.4635 -0.020
C 2.6885 3.3504 3.2534 -0.020
C -2.1396 1.8643 -0.2387 -0.258
C -2.3109 0.3217 2.4642 -0.223
H 2.1639 3.9542 -7.1306 0.090
H -3.5427 2.5234 -3.2644 0.096
H -0.0954 -1.0542 -4.9005 0.120
H 3.2081 -2.4402 -7.2110 0.114
H -1.5467 -5.1231 2.6724 0.091
H 3.3908 -0.1424 6.8468 0.115
H -3.5738 0.0498 5.6645 0.089
H 0.9043 -5.5854 1.2426 0.124
H 3.4315 -1.0310 -1.6945 0.110
H 1.7148 3.1257 -5.6223 0.094
H -1.8059 -0.8411 4.2271 0.065
H -1.9926 3.4944 2.6885 0.064
H -1.6599 5.1841 3.1020 0.089
H -5.4161 1.5036 0.4497 0.109
H 2.8583 -2.2262 5.5705 0.122
H 3.7016 3.0487 3.4890 0.118
H -5.6124 2.0896 -1.9339 0.094
H 0.6673 3.0016 -7.0589 0.094
H 3.7441 -2.9027 3.0245 0.125
H -0.1317 2.2482 -0.2725 0.095
H -5.1214 1.7955 4.7970 0.091
H 3.2655 -4.9694 1.7006 0.117
H -0.7547 2.0023 1.2617 0.024
H -1.9832 -3.4371 2.3850 0.081
H 3.2065 5.2998 2.5093 0.110
H 2.7946 2.0567 5.8291 0.123
H -2.8330 -2.2610 -0.1177 0.117
H 0.3694 1.2530 -5.5876 0.101
H 3.7390 -0.0942 -7.8656 0.120
H -1.5350 -4.4973 1.0267 0.075
H -1.3447 2.3638 -2.1571 0.105
H -1.5229 4.6524 1.4260 0.089
H -4.9346 2.5428 2.4573 0.104
H -3.1655 -3.7053 -2.1314 0.105
H 3.1769 -2.3012 -3.8132 0.118
H -1.2611 -4.0411 -3.6901 0.111
H 0.8381 5.9011 2.0431 0.117